(1)
This record from OMol25 describes a cluster of 2 separate species, CHN5O2 in total. The level of theory is ωB97M-V with the def2-TZVPD basis set.

Geometry as XYZ:
```
9
Properties=species:S:1:pos:R:3:forces:R:3:lowdin_charge:R:1
H 0.340401 1.607745 -0.193921 -0.1 -0.6 0.1 0.0743
N -2.631607 1.428577 1.213453 1.4 0.1 -0.4 0.0673
O 2.043111 -0.610510 -1.242186 0.3 0.0 -0.2 0.1418
N -0.495335 -2.838910 0.511975 -0.1 -0.5 0.1 0.1604
O 1.112114 1.287541 -0.696963 0.8 0.3 -0.6 0.1049
N -1.583232 1.558387 0.913702 -1.5 0.0 0.4 0.0270
N 0.175699 -0.546702 -0.033136 -1.3 1.4 0.8 0.0895
N 1.140683 -0.079935 -0.673639 -0.1 -0.1 0.1 -0.3599
C -0.101835 -1.806193 0.200714 0.6 -0.7 -0.4 -0.3054
```
Positions in Å, forces in eV/Å.

Its SMILES is N#C/N=[N+](\[O-])O.N#N. The value obtained for the LUMO energy is -0.76 eV. The highest occupied orbital energy comes out at -10.96 eV. Its HOMO-LUMO gap is 10.202 eV.



(2)
This record from OMol25 describes a cluster of 2 separate species, CHNO2P in total. The level of theory is ωB97M-V with the def2-TZVPD basis set.

Geometry as XYZ:
```
6
Properties=species:S:1:pos:R:3:forces:R:3:lowdin_charge:R:1
H -1.561252 0.427824 0.549188 -1.6 -2.8 -0.5 -0.1078
O -2.000497 -0.500829 0.348918 3.0 2.6 -0.2 -0.5824
P 0.568805 -0.954930 -0.750672 -2.0 -0.6 0.2 0.7252
C 0.669461 0.763631 -0.243243 0.0 0.8 -0.1 -0.5182
N 0.903468 1.885370 -0.153844 0.1 0.6 0.2 0.0397
O 1.420015 -1.621065 0.249651 0.5 -0.7 0.4 -0.5565
```
Positions in Å, forces in eV/Å.

The value obtained for the LUMO energy (spin up / spin down) is 3.50 / 3.50 eV. The highest occupied orbital energy (spin up / spin down) comes out at -4.12 / -4.11 eV. Its HOMO-LUMO gap (spin up / spin down) is 7.614 / 7.603 eV. The charge is -1.



(3)
This record from OMol25 describes a cluster of 3 separate species, CHNO2S3 in total. The level of theory is ωB97M-V with the def2-TZVPD basis set.

Geometry as XYZ:
```
8
Properties=species:S:1:pos:R:3:forces:R:3:lowdin_charge:R:1
S 5.622613 -6.821811 -2.847235 -0.6 0.4 1.0 -0.5276
S -2.430614 1.668212 1.332099 -3.8 2.4 5.7 0.3927
H 4.925024 -6.356487 -1.725697 0.6 -0.4 -1.0 -0.4724
C -1.249222 3.477013 0.026158 0.8 -1.6 -1.9 -0.6067
S 0.106904 3.543812 -0.822302 -1.6 0.1 1.1 0.5293
O -1.509539 2.247473 2.366970 0.8 -1.2 -1.3 -0.5099
O -3.196536 0.502328 1.849672 1.1 -0.5 -1.2 -0.4847
N -2.268631 1.739460 -0.179665 2.5 0.8 -2.3 -0.3206
```
Positions in Å, forces in eV/Å.

The value obtained for the LUMO energy (spin up / spin down) is 4.44 / 3.21 eV. The highest occupied orbital energy (spin up / spin down) comes out at -0.91 / -1.10 eV. Its HOMO-LUMO gap (spin up / spin down) is 5.345 / 4.307 eV. The charge is -2. Its spin multiplicity is 3.



(4)
This record from OMol25 describes the ion CHNO3S2 with charge -2. The level of theory is ωB97M-V with the def2-TZVPD basis set.

Geometry as XYZ:
```
8
Properties=species:S:1:pos:R:3:forces:R:3:lowdin_charge:R:1
N -0.257207 -0.790073 -0.173371 2.4 -0.1 -1.4 -0.2356
O 1.280096 0.934958 1.116903 -0.1 -0.1 0.3 -0.5218
S 1.037097 0.241610 -0.137450 -1.2 3.6 -3.9 0.2043
C -1.415797 -0.403046 0.245266 -1.3 0.4 1.7 -0.6274
H -2.234241 -1.093515 -0.021025 -0.1 -0.5 -0.5 0.0689
O -1.751496 0.498448 1.019491 -0.4 0.8 0.1 -0.1247
O 0.733913 1.538290 -1.455485 0.9 -4.2 3.9 -0.6775
S 2.607635 -0.926672 -0.594330 -0.1 0.1 -0.2 -0.0862
```
Positions in Å, forces in eV/Å.

Its SMILES is O=CN=[S@@](=O)([O-])[S-]. The value obtained for the LUMO energy is 6.01 eV. The highest occupied orbital energy comes out at -0.04 eV. Its HOMO-LUMO gap is 6.052 eV. The charge is -2.